# C4H8NO

2 unconnected molecules or ions with the total composition C4H8NO (wB97M-V/def2-TZVPD, OMol25).

DFT total energy ... -7806.5539 eV
Total charge ... +1
Energy relative to the best compared isomer or geometry (same formula, charge and spin) ... 149.4 kJ/mol
Largest force on an atom ... 4.8 eV/A
Molar mass ... 86.11 u
E_HOMO ... -14.63 eV

Structure (XYZ):
```
14
C4H8NO, DFT wB97M-V/def2-TZVPD
C -3.10815 -0.04292 -0.06428
C 0.92115 -0.28470 0.45222
C 0.18432 0.46359 -0.33148
C 1.75862 -1.36699 -0.07543
N -0.75657 1.56155 0.09441
O -3.88654 -0.82170 0.12031
H 1.04240 -0.20205 1.51021
H 0.36452 0.49750 -1.41807
H 2.74396 -1.02443 -0.20032
H 1.56932 -1.80902 -1.00523
H 2.11896 -2.17736 0.66777
H -1.71299 1.30155 -0.20947
H -0.66135 2.33811 -0.58528
H -0.57765 1.56687 1.04463
```

natural (NBO) population analysis, charges in e, atoms 1 to 4: atom 1 (C): 0.4591, atom 2 (C): -0.1291, atom 3 (C): -0.1083, atom 4 (C): -0.6801